No. 1
Here is 5 unconnected molecules or ions with the total composition C6H20NO5 at a distorted geometry from OMol25. Energies are from the ωB97M-V functional and the def2-TZVPD basis.

The geometry in XYZ format:
```
32
Properties=species:S:1:pos:R:3:forces:R:3
C -0.26389 -3.05878 0.41215 -0.3 -0.4 1.1
O 0.44388 -2.13057 -0.36806 0.8 0.1 0.1
C -1.61483 -2.53780 0.89696 -1.4 -0.2 -0.8
C -1.61555 -1.45050 1.97412 1.1 -0.1 0.8
C -0.92450 -0.21249 1.46828 0.3 0.0 0.0
C -1.45512 0.51353 0.48535 -0.2 -0.2 0.7
N -0.70045 1.34848 -0.36368 0.1 -0.7 -0.5
C -1.17300 1.84559 -1.43810 0.4 0.9 0.3
H -0.41460 -4.03073 -0.06840 -0.1 0.2 -0.5
H 0.37025 -3.31661 1.27809 -0.1 0.4 -0.2
H -0.09845 -1.83039 -1.09176 -0.4 0.0 -0.4
H -2.20027 -3.41436 1.21588 0.2 0.3 0.2
H -2.18702 -2.14529 0.03392 0.3 -0.2 0.0
H -2.56142 -1.20860 2.46096 -0.3 -0.3 -0.5
H -0.99066 -1.89149 2.75159 0.0 0.3 0.4
H 0.06151 -0.00016 1.87514 0.1 -0.2 -0.6
H -2.51797 0.43888 0.30936 0.0 0.0 -0.7
H 0.37322 1.33489 -0.19605 -0.7 0.1 0.2
H -0.51805 2.46687 -2.03278 0.2 -0.2 -0.2
H -2.21715 1.81746 -1.71296 0.0 -0.4 0.2
H -3.25834 3.92484 0.02787 0.0 -0.1 -0.3
H -2.22032 3.73676 1.06933 0.3 -0.1 0.1
O -2.44237 3.43029 0.18293 -0.6 0.6 0.3
H 2.65913 -1.67292 -1.72861 0.4 -0.3 0.1
H 3.97841 -0.79761 -1.80906 0.1 -0.4 -0.1
O 3.02303 -0.78753 -1.78689 -0.9 0.4 0.2
H 2.05919 2.00879 0.73579 0.4 0.0 -0.1
H 2.42808 0.77246 -0.17083 0.0 0.1 -0.2
O 1.76321 1.14528 0.43365 -0.2 -0.1 0.1
H 4.48903 1.79945 -0.93658 0.0 0.2 -0.5
H 3.96380 2.20922 -2.34155 0.3 0.3 -0.3
O 3.76124 1.69304 -1.56605 0.1 0.0 0.8
```
Forces are in eV/Å.

Computed properties:
- Total charge: +1
- Orbital gap: 0.329 Ha
- ΔE to the lowest compared entry with this formula, charge and spin: 43.6 kJ/mol
- LUMO: -3.6 eV
- 2S+1: 1

The computed Mulliken charges, all in e, follow: -0.627, -0.434, -0.550, -0.879, -0.251, -0.257, 0.288, -0.273, 0.328, 0.314, 0.310, 0.404, 0.317, 0.375, 0.343, 0.356, 0.403, 0.255, 0.283, 0.308, 0.295, 0.282, -0.550, 0.305, 0.304, -0.586, 0.292, 0.285, -0.625, 0.319, 0.268, -0.602

---

No. 2
Here is 5 unconnected molecules or ions with the total composition C6H20O5 at a distorted geometry from OMol25. Energies are from the ωB97M-V functional and the def2-TZVPD basis.

The geometry in XYZ format:
```
31
Properties=species:S:1:pos:R:3:forces:R:3
C -1.03494 -1.40338 1.39639 1.0 2.2 -2.6
O -2.11760 -0.79003 0.64186 1.6 0.6 -2.4
C -0.04974 -0.26104 1.72152 -1.9 -0.2 0.9
C 0.66907 0.13194 0.45668 2.6 2.3 2.6
C 1.95725 -0.69294 0.10147 -2.2 0.4 2.2
C 2.83087 -0.24805 -0.85655 -0.9 2.6 -2.5
C 2.31532 -1.95799 0.84277 0.6 0.9 0.2
H -1.46602 -1.81723 2.25447 -0.6 -0.9 1.1
H -0.42410 -2.09916 0.75914 -1.2 -0.1 0.6
H -1.72771 -0.37180 -0.25423 -1.3 -1.7 3.1
H 0.54519 -0.55091 2.53762 1.4 -0.5 0.9
H -0.64883 0.56974 2.22067 0.8 -0.7 -1.1
H 0.98659 1.30561 0.68942 -0.3 -2.7 -1.2
H -0.09227 0.18191 -0.28434 0.3 0.2 -1.2
H 2.65542 0.76428 -1.41295 0.7 -2.0 1.4
H 3.50577 -0.96473 -1.25199 0.9 -0.2 -0.4
H 3.09943 -1.77108 1.67540 -1.1 -0.1 -1.3
H 1.40996 -2.29464 1.31288 0.0 -0.5 0.4
H 2.73083 -2.70806 0.13713 -0.1 0.4 0.5
H 0.35692 0.95601 -2.73326 -0.8 -2.5 0.2
H -0.13878 -0.64071 -2.75355 -0.7 -0.5 -1.6
O 0.21699 0.07413 -2.26250 1.3 2.8 0.7
H -1.79449 3.11701 0.54682 0.2 -0.3 -0.6
H -1.92022 1.82803 1.43422 -0.1 -0.2 -0.4
O -2.05762 2.77200 1.39537 -0.2 0.4 0.9
H -3.49977 -2.06453 -1.28266 -1.4 -2.2 2.8
H -3.17557 -0.66608 -1.60402 -0.2 -1.5 -0.9
O -3.14708 -1.59433 -1.97033 1.6 3.7 -2.1
H 0.05598 4.28147 -0.62002 1.3 2.3 1.4
H 0.31732 3.31812 -1.77276 -1.7 0.9 1.6
O -0.35817 3.59647 -1.06465 0.4 -3.1 -3.0
```
Forces are in eV/Å.

Computed properties:
- Total charge: +1
- Orbital gap (spin up / spin down): 0.331 / 0.198 Ha
- ΔE to the lowest compared entry with this formula, charge and spin: 204.2 kJ/mol
- LUMO (spin up / spin down): -4.7 / -8.3 eV
- 2S+1: 2

The computed Mulliken charges, all in e, follow: -0.469, -0.505, -1.131, 0.349, 0.905, -0.704, -1.205, 0.417, 0.268, 0.314, 0.472, 0.170, 0.227, 0.128, 0.225, 0.389, 0.345, 0.272, 0.470, 0.273, 0.279, -0.553, 0.316, 0.345, -0.635, 0.296, 0.345, -0.610, 0.320, 0.270, -0.584

---

No. 3
Here is a molecular structure, C6H20O7 at a distorted geometry from OMol25. Energies are from the ωB97M-V functional and the def2-TZVPD basis.

The geometry in XYZ format:
```
33
Properties=species:S:1:pos:R:3:forces:R:3
O -1.86533 -0.16409 1.85054 -5.7 -1.9 2.7
H -2.58541 0.23780 2.33654 -0.7 0.0 1.0
H -2.14301 -1.07015 1.71570 -0.9 -0.6 -0.5
C -0.61626 3.78092 -2.17229 0.6 1.8 -1.3
C -0.58183 2.28942 -1.95257 -3.0 0.9 -2.5
O -1.53668 1.69431 -2.81887 -1.0 0.3 -1.4
O -0.66536 4.26610 -3.52770 0.2 -0.5 -0.3
H 0.32759 4.25297 -1.89946 0.1 -0.4 0.8
H -1.39623 4.34819 -1.66442 -0.2 -0.7 0.6
H -1.00325 2.05403 -0.97528 -0.5 2.4 -2.0
H 0.35382 1.79046 -2.20500 0.4 0.5 0.4
H -1.56745 0.73850 -2.73467 0.2 0.0 0.2
H -1.47394 3.99689 -3.96963 -0.1 -0.3 0.2
C -0.25331 1.05743 0.01824 1.9 -2.2 5.1
C 0.67532 0.17273 0.96370 -0.8 1.0 -1.6
O -0.01275 -0.99197 1.42182 0.6 1.2 -3.3
O -1.18994 1.64467 0.90674 0.6 4.0 -1.1
H -0.86953 0.54426 -0.72002 0.9 -1.3 0.0
H 0.24697 1.87884 -0.49471 1.5 -1.5 2.2
H 1.07973 0.76718 1.78295 -0.6 0.3 0.3
H 1.60584 -0.10818 0.47042 -0.2 -0.7 -0.4
H -0.73562 -0.77891 2.01653 2.2 0.3 0.8
H -1.82800 1.01311 1.24673 1.0 1.2 -1.9
C 1.27977 -3.49989 1.77503 0.9 -0.4 -1.7
C 1.54795 -3.68944 0.25985 0.1 0.2 0.3
O 2.98143 -3.56100 -0.04398 -1.9 -0.7 0.0
O 1.55305 -2.22696 2.18518 3.8 -1.8 2.4
H 2.00982 -4.14062 2.26959 -0.3 -0.5 0.2
H 0.27146 -3.85747 1.98370 -0.4 0.0 0.2
H 0.96377 -3.05132 -0.40319 0.3 1.2 0.3
H 1.01050 -4.59008 -0.03696 1.2 -1.2 0.0
H 3.35697 -3.19959 0.76223 0.1 0.2 0.1
H 1.05992 -1.59812 1.65323 -0.2 -0.7 0.3
```
Forces are in eV/Å.

Computed properties:
- Total charge: 0
- Orbital gap: 0.314 Ha
- ΔE to the lowest compared entry with this formula, charge and spin: 929.2 kJ/mol
- LUMO: -0.5 eV
- 2S+1: 1

The computed Mulliken charges, all in e, follow: -0.600, 0.367, 0.306, -0.623, -0.042, -0.614, -0.553, 0.299, 0.318, 0.158, 0.434, 0.319, 0.311, -0.222, -0.519, -0.514, -0.747, 0.032, 0.509, 0.266, 0.398, 0.360, 0.405, -0.810, -0.173, -0.539, -0.691, 0.401, 0.307, 0.190, 0.326, 0.325, 0.617

---

Question: Which value of total charge does entry 2 give?
Answer: +1